Formula: C43H38N6NiO9S2
Source: OMol25
Level of theory: ωB97M-V/def2-TZVPD

Results
Orbital gap (spin up / spin down) (eV): 5.820 / 6.275
Total charge: -2
Highest occupied orbital energy (spin up / spin down) (eV): -1.931 / -2.386
Spin multiplicity: 3

Element x y z (Å)
1 Ni -1.5912 -0.4560 0.2840
2 C 3.9340 3.1543 -4.1291
3 O 3.3502 2.7439 -2.9271
4 C 4.1390 2.0407 -2.0410
5 C 5.5140 1.9610 -2.1209
6 C 6.2278 1.2054 -1.1970
7 C 5.5500 0.4999 -0.2236
8 C 4.1707 0.5817 -0.1266
9 C 3.4389 1.3791 -1.0047
10 N 2.0807 1.5805 -0.9432
11 C 1.1351 0.8713 -0.1788
12 N 1.4036 0.8714 1.1444
13 C 0.6016 0.5100 2.2358
14 C -0.6287 -0.1533 2.1151
15 C -1.3017 -0.3876 3.3204
16 C -0.8088 0.0056 4.5544
17 C 0.4219 0.6289 4.6459
18 C 1.1379 0.8576 3.4853
19 O 2.4152 1.4455 3.5544
20 C 3.3633 0.6284 4.1956
21 N 0.0707 0.3902 -0.7142
22 C -0.0950 0.3422 -2.0968
23 C -1.3035 0.7516 -2.6581
24 C -1.5069 0.6948 -4.0224
25 C -0.5039 0.2247 -4.8520
26 C 0.6862 -0.2345 -4.3111
27 C 0.8951 -0.2020 -2.9418
28 O 2.0449 -0.6681 -2.3384
29 C 2.7206 -1.7258 -2.9651
30 H 3.1277 3.5741 -4.7289
31 H 4.3828 2.3112 -4.6678
32 H 4.6978 3.9242 -3.9644
33 H 6.0502 2.4887 -2.8956
34 H 7.3065 1.1752 -1.2579
35 H 6.0974 -0.1279 0.4669
36 H 3.6546 -0.0024 0.6178
37 H 1.6932 1.9318 -1.8127
38 H 2.2031 1.4226 1.4310
39 H -2.2563 -0.8963 3.2999
40 H -1.3824 -0.1772 5.4554
41 H 0.8291 0.9361 5.6025
42 H 4.2601 1.2338 4.3390
43 H 3.6026 -0.2545 3.5928
44 H 3.0056 0.2839 5.1713
45 H -2.0940 1.0723 -1.9927
46 H -2.4608 0.9971 -4.4298
47 H -0.6520 0.1762 -5.9232
48 H 1.4498 -0.6358 -4.9620
49 H 3.3775 -2.1503 -2.2047
50 H 3.3341 -1.3686 -3.8048
51 H 2.0132 -2.4883 -3.3048
52 C -5.5032 5.5546 1.5026
53 C -5.3482 4.1714 0.9375
54 C -4.8395 3.1368 1.7125
55 C -4.7062 1.8607 1.1897
56 C -5.0739 1.6202 -0.1189
57 C -5.5887 2.6342 -0.8992
58 C -5.7239 3.9071 -0.3729
59 S -5.0508 -0.0502 -0.7944
60 O -6.3115 -0.6133 -0.3108
61 O -4.9785 0.0758 -2.2348
62 N -3.7392 -0.7072 -0.1423
63 C -3.7148 -1.8787 0.4829
64 C -4.7455 -2.8522 0.4875
65 C -4.5527 -4.0340 1.1516
66 C -3.3405 -4.2740 1.8046
67 C -2.3910 -3.2717 1.7750
68 N -2.5747 -2.1121 1.1689
69 H -4.8239 5.7038 2.3376
70 H -6.5249 5.7106 1.8564
71 H -5.2939 6.3060 0.7435
72 H -4.5258 3.3371 2.7283
73 H -4.2950 1.0572 1.7792
74 H -5.8663 2.4064 -1.9169
75 H -6.1135 4.7102 -0.9863
76 H -5.6663 -2.6250 -0.0205
77 H -5.3387 -4.7832 1.1676
78 H -3.1523 -5.2031 2.3244
79 H -1.4357 -3.3945 2.2767
80 S -1.3046 4.1424 0.7987
81 C -1.7163 2.6050 0.6459
82 N -2.0593 1.4934 0.5177
83 O -0.2199 -3.2437 -2.6623
84 C -0.2488 -2.7896 -1.5100
85 O -1.0750 -1.9950 -1.0323
86 C 0.9180 -3.2608 -0.5980
87 C 1.7191 -4.3096 -1.0292
88 C 2.8612 -4.6977 -0.3362
89 C 3.1690 -3.9785 0.7927
90 O 4.2638 -4.1224 1.6393
91 C 4.0940 -3.1344 2.6261
92 O 2.9243 -2.4004 2.3937
93 C 2.3593 -2.9406 1.2426
94 C 1.2197 -2.5692 0.5739
95 H 1.4382 -4.8059 -1.9475
96 H 3.4945 -5.5073 -0.6675
97 H 4.9677 -2.4565 2.6213
98 H 4.0445 -3.6172 3.6194
99 H 0.5681 -1.7717 0.9118